Entry from the Open Molecules 2025 dataset: a gas-phase ion, C5H8N2 (charge +2) at a distorted geometry (wB97M-V/def2-TZVPD).

```
! RIJCOSX wB97M-V def2-TZVPD def2/J DEFGRID3
* xyz 2 3
C 0.735 1.373 0.408
C -1.026 0.801 1.654
C 0.450 0.187 -0.177
C -1.315 -1.426 0.197
C 0.965 -0.365 -1.404
N -0.037 1.603 1.500
N -0.740 -0.314 0.493
H 1.493 2.054 0.228
H -1.946 0.696 2.226
H -0.982 -2.141 -0.497
H -2.069 -1.827 0.728
H 1.191 -1.567 -1.371
H 1.921 0.058 -1.547
H 0.200 -0.159 -2.304
H 0.041 2.345 2.203
*
```

**Calculated total energy**: -303.9603 a.u.
**LUMO energy (spin up / spin down)**: -9.44 / -13.50 eV
**ΔE to the lowest compared entry with this formula, charge and spin**: 0.000 eV
**Frontier orbital gap (spin up / spin down)**: 0.3020 / 0.3301 Eh